[1]
# C34H32N19O4RbSeTe

A molecular structure, C34H32N19O4RbSeTe (ωB97M-V/def2-TZVPD, OMol25).

Summary:
Gap between HOMO and LUMO   5.620 eV
DFT total energy   -145571.9644 eV

Geometry as ORCA input:
```
! RIJCOSX wB97M-V def2-TZVPD def2/J DEFGRID3
* xyz -2 1
Rb 0.6810 -1.3040 0.2469
N -2.0650 -2.3841 3.9986
C -2.3861 -3.3998 3.1072
N -3.6249 -3.8957 3.0862
N -3.5952 -4.8207 2.1163
N -2.4155 -4.8558 1.5864
N -1.5973 -3.9633 2.1979
C -0.8264 -1.7604 4.1315
N -0.3470 -1.4410 5.3297
N 0.7757 -0.7583 5.0576
N 0.9520 -0.6928 3.7748
N -0.0652 -1.3164 3.1388
H -2.5644 -2.4425 4.8701
O 2.9365 2.5818 -0.8025
C 3.7132 2.3679 -1.7065
C 4.0959 1.0917 -2.3014
C 4.8769 1.1888 -3.4450
C 5.2612 0.0738 -4.1638
C 4.8570 -1.2116 -3.7354
C 4.1063 -1.3437 -2.6135
C 3.6842 -0.2138 -1.8005
O 3.0157 -0.4037 -0.7666
N 6.0521 0.2222 -5.3439
O 6.3869 1.3489 -5.7006
O 6.3674 -0.7873 -5.9690
H 4.2116 3.2299 -2.2071
H 5.1844 2.1665 -3.7959
H 5.1587 -2.0743 -4.3125
H 3.7851 -2.3190 -2.2692
N -0.8775 5.5099 -4.7169
C -0.7016 4.7220 -3.8994
C -0.4895 3.7359 -2.8719
C -0.9200 3.9764 -1.5722
C -0.7000 2.9904 -0.6247
N -0.1112 1.8317 -0.8988
C 0.3091 1.6190 -2.1411
C 0.1459 2.5365 -3.1674
H -1.4106 4.9028 -1.3095
H -1.0110 3.1395 0.4041
H 0.8139 0.6766 -2.3275
H 0.5069 2.3254 -4.1639
C 3.4011 1.6520 4.1513
Te 3.3564 1.1792 2.0596
C 1.4835 2.1849 2.1629
C 1.6303 3.1769 3.2826
C 0.8608 4.3305 3.3638
C 1.0154 5.2169 4.4220
C 1.9421 4.9429 5.4163
C 2.7112 3.7881 5.3434
C 2.5704 2.9024 4.2825
H 4.4225 1.8193 4.4906
H 2.9517 0.8260 4.7061
H 0.7322 1.4359 2.4239
H 1.2623 2.6388 1.2021
H 0.1374 4.5414 2.5834
H 0.4172 6.1193 4.4654
H 2.0703 5.6277 6.2463
H 3.4368 3.5724 6.1198
C -3.4242 -1.8898 0.2107
N -4.8216 -1.4690 0.3665
C -5.2380 -0.7728 -0.8410
N -4.4011 0.3975 -1.1372
C -3.0123 -0.0709 -1.2560
N -2.5375 -0.7404 -0.0466
C -2.6527 0.1876 1.0851
N -4.0349 0.6519 1.2675
C -4.8781 -0.5335 1.4905
C -4.4665 1.2914 0.0270
H -3.3485 -2.5923 -0.6221
H -3.1054 -2.3931 1.1165
H -6.2743 -0.4408 -0.7255
H -5.1836 -1.4634 -1.6868
H -2.3774 0.7929 -1.4599
H -2.9436 -0.7657 -2.0974
H -2.0051 1.0480 0.9039
H -2.3138 -0.3180 1.9913
H -5.9126 -0.2048 1.6275
H -4.5427 -1.0503 2.3912
H -3.8298 2.1603 -0.1650
H -5.4990 1.6335 0.1444
Se 0.1180 -5.4914 0.3796
N -0.1559 -6.5166 -1.0226
C -0.0812 -5.7233 -2.0918
C -0.2767 -6.1171 -3.4395
C -0.1298 -5.1645 -4.3994
C 0.1960 -3.8250 -4.0295
N 0.3759 -3.4085 -2.8091
C 0.2457 -4.3521 -1.8314
N 0.4266 -4.0418 -0.5517
H -0.5339 -7.1434 -3.6672
H -0.2554 -5.3968 -5.4487
H 0.3031 -3.0818 -4.8147
*
```

=====

[2]
# C3H10N3

2 unconnected molecules or ions with the total composition C3H10N3 at a distorted geometry (ωB97M-V/def2-TZVPD, OMol25).

Summary:
Gap between HOMO and LUMO (spin up / spin down)   7.764 / 7.765 eV
DFT total energy   -7732.6537 eV

Geometry as ORCA input:
```
! RIJCOSX wB97M-V def2-TZVPD def2/J DEFGRID3
* xyz 1 1
C -1.2203 -0.0388 -0.1245
C -1.7006 1.1466 -0.9461
C 0.5257 -1.6076 0.4956
N -2.0451 -0.9810 0.1409
N -0.0402 -0.3011 0.3677
N 1.4735 0.8261 -0.2181
H -2.8031 1.2461 -0.9683
H -1.2892 1.9958 -0.3984
H -1.3473 1.0101 -1.9863
H 0.0055 -2.3493 -0.1573
H 1.5587 -1.4311 0.1528
H 0.4803 -2.0167 1.5370
H -1.8089 -1.7038 0.8897
H 2.4167 0.5529 -0.2896
H 1.2943 1.6494 0.3354
H 1.3189 1.0310 -1.2178
*
```

=====

[3]
# C18H38N3OPSSiW

A molecular structure, C18H38N3OPSSiW at a distorted geometry (ωB97M-V/def2-TZVPD, OMol25).

Summary:
Gap between HOMO and LUMO (spin up / spin down)   4.716 / 7.064 eV
Expectation value of S²   2.01
DFT total energy   -55624.1759 eV

Geometry as ORCA input:
```
! RIJCOSX wB97M-V def2-TZVPD def2/J DEFGRID3
* xyz 0 3
W -0.0486 0.0913 -0.8871
Si 2.3730 0.6444 -1.0820
P -0.7499 0.4496 -3.2914
N 0.2142 -1.6122 -0.9717
H 1.0490 0.7866 0.2375
C -2.4789 0.5597 -3.8238
H -2.5047 0.7282 -4.9150
H -2.9385 1.3937 -3.2752
H -2.9798 -0.3935 -3.5910
C 0.1804 1.6828 -4.2577
H -0.0951 1.5532 -5.3185
H 1.2605 1.5102 -4.1507
H -0.0841 2.6892 -3.9046
C -0.2830 -1.0789 -4.2270
H -0.5320 -0.9093 -5.2970
H -0.8738 -1.9305 -3.8475
H 0.7963 -1.2821 -4.1231
C 3.2946 2.2692 -1.0702
H 3.1699 2.7507 -0.0992
H 2.9948 2.9432 -1.8733
H 4.3560 2.0380 -1.2023
H 3.0982 -0.0944 -0.0684
H 2.8299 0.1229 -2.3500
C 0.2419 -2.9630 -1.0720
C -1.0259 -4.9476 -1.2371
C -0.9607 -3.6317 -0.8269
C 1.3823 -3.5629 -1.6256
C 1.2462 -4.8853 -1.9932
C 0.0551 -5.6021 -1.8319
H -1.9319 -5.4897 -1.0781
H -1.8045 -3.1245 -0.3723
H 2.2986 -2.9911 -1.7706
H 2.1017 -5.3851 -2.4048
H -0.0193 -6.6615 -2.1481
C -1.3290 3.8361 -0.9514
O -1.7039 3.5766 -2.1010
C -2.1505 3.3189 0.2607
H -2.0084 4.0442 1.0965
H -1.8078 2.2577 0.5991
H -3.2482 3.1836 0.0756
C 0.1201 4.2915 -0.7700
H 0.3536 5.0602 -1.5494
H 0.8457 3.4469 -0.9448
H 0.2004 4.7401 0.2337
C -0.9139 -2.3728 5.4020
C -0.1145 -1.8181 4.2308
N -1.0195 -1.1770 3.2276
C -0.7035 -0.0717 2.5446
S -1.4988 0.1928 0.9447
N 0.1280 0.8572 3.0410
C -0.0366 1.3912 4.4339
C 1.2689 1.9917 4.9197
H -1.5990 -1.6032 5.8033
H -0.2087 -2.6464 6.2051
H -1.4636 -3.2759 5.0804
H 0.6181 -1.0781 4.5731
H 0.3966 -2.6471 3.7089
H -1.5698 -1.8308 2.6721
H 0.3638 1.5848 2.3645
H -0.8460 2.1427 4.4324
H -0.3779 0.5684 5.0749
H 1.5742 2.8068 4.2394
H 1.0673 2.3642 5.9334
H 2.0310 1.1983 4.9688
*
```

=====

[4]
# C6H16ClCrO6S2

A molecular structure, C6H16ClCrO6S2 at a distorted geometry (ωB97M-V/def2-TZVPD, OMol25).

Summary:
Gap between HOMO and LUMO (spin up / spin down)   4.600 / 5.968 eV
Expectation value of S²   6.10
DFT total energy   -81369.8021 eV

Geometry as ORCA input:
```
! RIJCOSX wB97M-V def2-TZVPD def2/J DEFGRID3
* xyz 1 5
Cr 23.4779 7.7426 -3.5378
Cl 21.8822 8.3077 -5.2637
O 23.5517 5.0835 -9.0215
S 23.9490 6.4486 -8.8186
O 24.8198 6.8174 -7.7211
O 24.6244 7.0695 -10.1482
C 24.3055 6.4287 -11.4185
C 25.5123 6.4610 -12.3349
C 22.4453 7.4734 -8.6192
H 23.4369 6.9188 -11.8527
H 24.0579 5.3810 -11.2567
H 26.3629 5.9279 -11.8890
H 26.0141 7.4307 -12.3701
H 25.3381 5.9516 -13.2778
H 21.8424 6.9216 -7.8985
H 21.8513 7.5239 -9.5316
H 22.6095 8.4887 -8.2705
O 16.3775 8.4166 -7.6180
S 17.6592 7.9310 -8.0504
O 17.8195 6.9205 -9.0516
O 18.5501 9.1803 -8.5647
C 18.2083 10.5209 -8.1330
C 19.4348 11.0916 -7.4534
C 18.6288 7.5691 -6.5846
H 17.3279 10.5754 -7.4969
H 17.9865 11.0221 -9.0758
H 19.4795 10.5924 -6.4810
H 19.5504 12.1619 -7.3053
H 20.2946 10.7802 -8.0519
H 19.6531 7.6242 -6.9577
H 18.3922 6.6351 -6.0877
H 18.6010 8.4384 -5.9289
*
```

=====

Values for energy above the lowest of the compared OMol25 structures with the same formula, charge and spin, kJ/mol, ordered as above
24.4, 541.4, 0.0, 218.5